No. 1
{
  "formula": "C15H19ClNORu",
  "method": "ωB97M-V/def2-TZVPD",
  "homo_energy_ev": [-16.01, -16.01],
  "mol_weight_da": 365.85,
  "largest_force_ha_per_bohr": 0.0773,
  "total_charge": 2,
  "e_tot_ev": -34486.6405,
  "de_lowest_kcal_mol": 17.78,
  "gap_ev": [6.142, 6.470],
  "s_squared": 0.779,
  "multiplicity": 2,
  "elements": ["Ru", "C", "C", "C", "C", "C", "C", "C", "H", "H", "H", "H", "H", "H", "H", "H", "Cl", "C", "C", "C", "C", "N", "C", "H", "H", "H", "H", "C", "C", "C", "O", "H", "H", "H", "H", "H", "H", "H"],
  "positions_angstrom": [[-0.28, -0.21, 0.37], [2.14, -0.93, 3.20], [1.62, 0.03, 2.19], [0.50, 0.85, 2.49], [0.11, 1.88, 1.63], [0.74, 2.03, 0.38], [1.84, 1.21, 0.06], [2.29, 0.25, 0.98], [2.78, -0.39, 3.90], [2.74, -1.71, 2.73], [1.34, -1.39, 3.78], [0.04, 0.78, 3.47], [-0.64, 2.59, 1.94], [0.46, 2.84, -0.28], [2.40, 1.40, -0.84], [3.19, -0.31, 0.75], [-5.34, -2.42, -0.04], [-4.51, -0.93, 0.01], [-5.18, 0.28, -0.13], [-4.45, 1.46, -0.06], [-3.08, 1.41, 0.12], [-2.45, 0.24, 0.24], [-3.13, -0.91, 0.18], [-6.25, 0.30, -0.28], [-4.94, 2.42, -0.16], [-2.49, 2.31, 0.18], [-2.58, -1.84, 0.28], [-0.28, -3.96, 1.06], [0.10, -3.34, -0.30], [1.28, -4.07, -0.95], [0.36, -1.98, -0.19], [-0.75, -4.93, 0.90], [-0.97, -3.30, 1.59], [0.62, -4.10, 1.66], [-0.76, -3.48, -0.98], [2.15, -4.03, -0.30], [1.52, -3.62, -1.91], [0.99, -5.11, -1.10]]
}

***

No. 2
{
  "formula": "C4H12N2O4S",
  "method": "ωB97M-V/def2-TZVPD",
  "homo_energy_ev": -9.98,
  "mol_weight_da": 184.22,
  "largest_force_ha_per_bohr": 0.1201,
  "total_charge": 0,
  "e_tot_ev": -26346.0109,
  "de_lowest_kcal_mol": 0.00,
  "gap_ev": 10.323,
  "elements": ["C", "C", "C", "C", "N", "N", "O", "O", "O", "O", "S", "H", "H", "H", "H", "H", "H", "H", "H", "H", "H", "H", "H"],
  "positions_angstrom": [[-2.00, 0.08, 1.05], [0.19, 1.66, -1.74], [-0.64, 0.85, 0.84], [0.22, 0.18, -1.42], [2.22, -1.79, 0.33], [0.39, 0.06, 0.05], [0.78, -1.37, 2.30], [-0.12, -2.44, 0.20], [0.08, 1.13, 2.04], [-0.90, -0.51, -1.81], [0.68, -1.42, 0.81], [-1.82, -0.76, 1.57], [-2.31, -0.15, -0.07], [-2.62, 0.83, 1.67], [-0.75, 2.08, -1.62], [0.54, 1.75, -2.71], [0.78, 2.10, -1.04], [-0.83, 1.85, 0.41], [1.18, -0.09, -1.83], [2.38, -1.44, -0.59], [2.98, -1.45, 0.92], [0.29, 0.30, 2.45], [-0.71, -1.47, -1.81]]
}

***

No. 3
{
  "formula": "C9H7FN2O",
  "method": "ωB97M-V/def2-TZVPD",
  "homo_energy_ev": -8.32,
  "mol_weight_da": 178.17,
  "largest_force_ha_per_bohr": 0.0881,
  "total_charge": 0,
  "e_tot_ev": -17183.9167,
  "de_lowest_kcal_mol": 138.46,
  "gap_ev": 8.761,
  "elements": ["C", "C", "C", "C", "C", "C", "C", "C", "C", "N", "N", "O", "F", "H", "H", "H", "H", "H", "H", "H"],
  "positions_angstrom": [[1.84, -1.66, -1.37], [0.59, -2.21, -1.61], [1.90, -0.32, -1.01], [-0.59, -1.38, -1.49], [0.78, 0.44, -0.87], [-0.51, -0.11, -1.09], [-1.65, 1.03, 0.61], [0.59, 1.18, 3.70], [-1.62, 0.85, -0.82], [-1.38, 1.29, 1.72], [-1.53, 1.69, 2.87], [-0.66, 1.55, 3.86], [1.04, 1.19, 4.97], [2.59, -2.27, -1.78], [0.42, -3.29, -1.79], [2.79, 0.24, -0.93], [-1.52, -1.94, -1.66], [0.77, 1.55, -0.76], [-1.30, 1.76, -1.26], [-2.55, 0.42, -1.30]]
}

***

No. 4
{
  "formula": "CHClFNO2",
  "method": "ωB97M-V/def2-TZVPD",
  "homo_energy_ev": -10.77,
  "mol_weight_da": 113.48,
  "largest_force_ha_per_bohr": 0.0898,
  "total_charge": 0,
  "e_tot_ev": -21872.9976,
  "de_lowest_kcal_mol": 41.99,
  "gap_ev": 9.827,
  "elements": ["C", "N", "O", "O", "F", "Cl", "H"],
  "positions_angstrom": [[-0.71, 0.95, 0.54], [0.45, 0.85, 0.30], [-1.85, 1.02, 0.69], [0.74, -1.45, -1.12], [1.49, 0.74, 1.19], [-0.99, -1.51, -0.87], [0.88, -0.59, -0.74]]
}

***

No. 5
{
  "formula": "C32H38GeN2OTc",
  "method": "ωB97M-V/def2-TZVPD",
  "homo_energy_ev": [-16.84, -16.84],
  "mol_weight_da": 637.28,
  "largest_force_ha_per_bohr": 0.0177,
  "total_charge": 3,
  "e_tot_ev": -97514.0814,
  "de_lowest_kcal_mol": 0.00,
  "gap_ev": [5.697, 5.689],
  "elements": ["Tc", "C", "C", "C", "C", "C", "C", "C", "C", "C", "C", "H", "H", "H", "H", "H", "H", "H", "H", "H", "H", "H", "H", "H", "H", "H", "O", "H", "H", "C", "N", "C", "C", "N", "H", "H", "H", "H", "H", "H", "C", "Ge", "C", "C", "C", "C", "C", "C", "C", "C", "C", "C", "C", "C", "C", "C", "C", "C", "C", "C", "H", "H", "H", "H", "H", "H", "H", "H", "H", "H", "H", "H", "H", "H", "H"],
  "positions_angstrom": [[-1.38, 1.20, -0.01], [-1.83, 2.41, -1.87], [-3.05, 2.22, -1.18], [-2.92, 2.84, 0.13], [-1.64, 3.46, 0.19], [-0.93, 3.14, -1.01], [0.42, 3.67, -1.37], [-1.10, 4.29, 1.30], [-4.02, 2.88, 1.14], [-4.27, 1.52, -1.67], [-1.55, 2.00, -3.28], [1.08, 3.71, -0.51], [0.31, 4.69, -1.76], [0.90, 3.08, -2.15], [-0.07, 4.02, 1.54], [-1.70, 4.22, 2.20], [-1.09, 5.33, 0.97], [-3.68, 3.29, 2.09], [-4.46, 1.90, 1.32], [-4.82, 3.53, 0.78], [-4.49, 0.62, -1.07], [-4.19, 1.23, -2.71], [-5.14, 2.17, -1.56], [-0.49, 1.94, -3.48], [-1.97, 2.76, -3.95], [-2.03, 1.05, -3.53], [-1.30, 1.29, 2.14], [-1.92, 0.81, 2.70], [-0.42, 1.19, 2.57], [-0.59, -3.20, -2.93], [0.07, -1.87, -2.89], [1.11, -1.59, -3.93], [-0.19, -1.04, -2.00], [-0.43, -0.21, -1.15], [-1.02, -3.33, -3.92], [-1.36, -3.25, -2.16], [0.17, -3.95, -2.74], [0.62, -1.52, -4.89], [1.81, -2.43, -3.91], [1.63, -0.67, -3.67], [0.05, 0.03, 0.16], [1.33, -1.23, 1.14], [1.21, -0.48, 2.91], [0.62, -1.17, 3.97], [0.50, -0.55, 5.22], [0.96, 0.74, 5.40], [1.56, 1.43, 4.35], [1.70, 0.82, 3.11], [0.39, -2.88, 0.78], [0.97, -3.89, 0.01], [0.28, -5.06, -0.25], [-1.01, -5.23, 0.24], [-1.61, -4.23, 0.99], [-0.91, -3.06, 1.26], [2.93, -0.96, 0.10], [3.98, -1.87, 0.19], [5.15, -1.68, -0.54], [5.27, -0.57, -1.37], [4.24, 0.36, -1.46], [3.08, 0.16, -0.73], [0.27, -2.18, 3.85], [0.06, -1.09, 6.04], [0.88, 1.21, 6.37], [1.95, 2.43, 4.51], [2.21, 1.34, 2.31], [1.98, -3.78, -0.37], [0.75, -5.86, -0.81], [-1.55, -6.15, 0.05], [-2.61, -4.36, 1.38], [-1.37, -2.30, 1.89], [3.91, -2.73, 0.84], [5.96, -2.38, -0.46], [6.19, -0.41, -1.93], [4.35, 1.23, -2.08], [2.29, 0.92, -0.78]]
}

***

No. 6
{
  "formula": "C2H5I",
  "method": "ωB97M-V/def2-TZVPD",
  "homo_energy_ev": [-8.54, -8.29],
  "mol_weight_da": 155.97,
  "largest_force_ha_per_bohr": 0.0436,
  "total_charge": 0,
  "e_tot_ev": -10252.1156,
  "de_lowest_kcal_mol": 72.01,
  "gap_ev": [8.474, 8.428],
  "elements": ["C", "C", "I", "H", "H", "H", "H", "H"],
  "positions_angstrom": [[1.10, -0.80, 0.02], [-0.85, 0.88, 0.00], [-2.67, -0.11, -0.08], [1.22, -0.74, 1.08], [0.56, -1.66, -0.35], [1.82, -0.32, -0.60], [-0.53, 1.27, -0.95], [-0.65, 1.48, 0.87]]
}